[1]
The following is a quantum chemistry calculation of C5H11N2P in the gas phase at a distorted geometry, from the Open Molecules 2025 dataset.

The HOMO-LUMO gap comes out at 8.31 eV. The SMILES is C/C=C(\C)N=[PH]=NC. The value obtained for the HOMO energy is -0.2890 Ha. Its energy above the lowest of the compared OMol25 structures with the same formula, charge and spin is 256.8 kJ/mol.

Geometry as XYZ:
```
19
Properties=species:S:1:pos:R:3:forces:R:3
C -1.003515 -0.609877 0.107038 1.060 0.911 1.202
C -1.279624 0.708745 0.129428 2.293 -0.128 0.631
C -1.974181 -1.752340 0.206261 0.916 -0.045 -0.543
C -2.573407 1.383882 0.196081 -0.745 0.030 -2.343
C 4.033112 0.932699 0.103053 0.242 0.222 -0.209
N 0.341615 -1.060085 0.072278 3.190 -0.339 0.666
N 2.717997 0.471730 -0.160190 -1.727 -0.735 0.030
P 1.883433 -0.770093 0.167026 -3.047 1.820 -0.719
H -0.382104 1.343978 0.216341 -0.383 -0.231 -0.408
H -1.380660 -2.568515 -0.165872 -0.251 -0.665 -0.450
H -2.723008 -1.478468 -0.487136 -1.331 -0.351 -0.682
H -2.412102 -2.126621 1.134089 0.237 0.852 0.303
H -2.896134 1.709550 1.179174 -0.178 0.152 -0.110
H -3.227565 0.688744 -0.302770 -1.173 -0.617 0.737
H -2.657317 2.147197 -0.629287 0.493 0.186 1.378
H 4.673898 0.735497 -0.754356 -0.101 0.821 -0.582
H 3.909799 2.013971 0.362897 0.912 -0.915 -0.153
H 4.588209 0.340238 0.823103 -0.167 0.175 0.992
H 2.721660 -1.772343 0.573531 -0.238 -1.143 0.260
```
Positions in Å, forces in eV/Å.

=====

[2]
The following is a quantum chemistry calculation of 2 unconnected molecules or ions with the total composition C5H7N at a distorted geometry, from the Open Molecules 2025 dataset.

The HOMO-LUMO gap (alpha / beta) comes out at 8.29 / 8.14 eV. The value obtained for the HOMO energy (alpha / beta) is -0.3349 / -0.3135 Ha. Its energy above the lowest of the compared OMol25 structures with the same formula, charge and spin is 730.9 kJ/mol.

Geometry as XYZ:
```
13
Properties=species:S:1:pos:R:3:forces:R:3
C 1.251704 -0.777632 -0.883917 1.547 2.536 2.066
C 1.898640 0.503201 -0.345449 0.846 0.553 0.387
C -2.620089 0.531820 1.061508 0.623 0.616 -0.994
C -1.367433 0.449279 0.562841 -1.377 1.427 -0.095
C 1.228065 -0.587586 0.453808 -0.937 0.309 0.867
N 1.122235 -1.420949 -1.906986 -1.406 -2.263 -3.450
H 3.012518 0.810737 -0.271437 -1.845 -0.921 -0.075
H 1.255938 1.390736 -0.553618 0.447 -0.547 0.188
H -3.268719 1.410073 0.764325 0.973 -0.680 0.083
H -3.240737 -0.130157 1.692198 1.131 -0.081 -0.267
H -0.828918 1.193756 -0.130330 -0.931 -1.306 1.213
H 1.162653 -1.236652 1.313266 0.395 0.449 0.280
H 0.394144 -2.136625 -1.756210 0.534 -0.091 -0.201
```
Positions in Å, forces in eV/Å.

=====

[3]
The following is a quantum chemistry calculation of 2 unconnected molecules or ions with the total composition C3H6N2OS at a distorted geometry, from the Open Molecules 2025 dataset.

The HOMO-LUMO gap (alpha / beta) comes out at 9.08 / 7.09 eV. The value obtained for the HOMO energy (alpha / beta) is -0.3267 / -0.2608 Ha. Its energy above the lowest of the compared OMol25 structures with the same formula, charge and spin is 556.0 kJ/mol.

Geometry as XYZ:
```
13
Properties=species:S:1:pos:R:3:forces:R:3
C 1.991991 -0.664511 -0.393814 2.229 -0.440 1.441
C -0.852533 -1.758360 1.437602 -1.216 -2.563 1.047
C 0.024179 1.095489 -0.573016 -1.246 -2.934 -0.109
N 2.938647 -0.759016 0.274561 -0.724 0.160 -0.372
N -1.207416 1.291347 -1.197451 1.943 2.025 0.433
O 0.815356 2.103381 -0.259612 -0.142 0.774 -0.874
S 0.705421 -0.504630 -1.379756 -1.091 0.982 -0.996
H 0.078195 -2.119053 0.989659 -0.590 0.116 0.419
H -1.629252 -2.441747 1.957074 1.838 0.947 -0.962
H -1.236107 -0.804102 1.256484 -0.097 1.437 -0.368
H -1.418488 2.298258 -1.153229 -0.886 -1.038 -0.115
H -1.853068 0.548447 -0.989049 -0.542 0.463 0.098
H 1.643076 1.714496 0.030547 0.524 0.070 0.359
```
Positions in Å, forces in eV/Å.

=====

[4]
The following is a quantum chemistry calculation of a molecular structure, C32H31BrN9O4Pb, from the Open Molecules 2025 dataset.

The HOMO-LUMO gap comes out at 7.11 eV. The value obtained for the HOMO energy is -0.3663 Ha. Its energy above the lowest of the compared OMol25 structures with the same formula, charge and spin is 28.0 kJ/mol. Its net charge is +1.

Geometry as XYZ:
```
78
Properties=species:S:1:pos:R:3:forces:R:3
Pb -0.087421 -0.049162 -0.186461 0.153 0.277 -0.099
Br 3.692915 -2.355307 -6.332064 -0.005 0.012 -0.017
C 2.793766 -1.328154 -5.023990 0.120 0.079 0.019
C 3.410401 -0.180088 -4.494686 -0.028 -0.059 -0.085
C 2.784813 0.557962 -3.527250 -0.032 -0.021 0.126
C 1.532838 0.170905 -2.972790 0.205 -0.198 -0.131
O 1.052524 0.846526 -1.983533 -0.395 0.015 0.169
C 0.899334 -0.959995 -3.568275 0.051 0.088 -0.058
C -0.462844 -1.304989 -3.286142 0.020 0.038 0.022
N -1.129341 -0.966333 -2.235212 -0.286 -0.149 0.131
C -2.522503 -1.253919 -2.169000 0.156 -0.014 -0.005
C -3.136570 -2.276275 -2.844596 -0.026 -0.107 -0.038
C -4.534281 -2.461516 -2.794053 0.049 -0.009 -0.005
C -5.319297 -1.615539 -2.070072 0.005 0.040 0.021
C -4.721441 -0.569638 -1.327882 -0.034 0.000 0.021
C -5.477762 0.338685 -0.550322 -0.041 -0.057 -0.024
C -4.846180 1.308377 0.167155 0.018 0.044 0.041
C -3.438376 1.356983 0.137741 0.048 -0.074 0.044
N -2.703546 0.541501 -0.577855 -0.040 -0.001 -0.212
C -3.320838 -0.407253 -1.342112 0.082 0.102 0.073
C 1.547018 -1.679184 -4.602425 -0.147 0.036 0.118
H 4.379713 0.122885 -4.869592 -0.003 -0.013 0.019
H 3.247608 1.451867 -3.126460 0.012 -0.027 0.006
H -0.969408 -1.860674 -4.078368 0.006 0.013 -0.023
H -2.550307 -2.965569 -3.439443 -0.010 0.008 0.004
H -4.976703 -3.278939 -3.347527 0.009 0.008 0.002
H -6.395052 -1.735062 -2.043186 0.016 -0.001 0.004
H -6.557064 0.245054 -0.534806 0.012 0.008 -0.004
H -5.397213 2.020064 0.766148 0.013 -0.011 -0.007
H -2.898651 2.073930 0.748090 -0.022 -0.002 -0.019
H 1.044860 -2.530997 -5.047007 -0.010 0.025 -0.001
N 3.462871 3.213099 0.412937 0.078 0.025 -0.036
C 2.184928 2.938903 0.696610 -0.063 -0.051 0.094
N 1.972694 1.648781 0.572032 0.217 -0.087 0.025
C 3.189490 1.170672 0.180901 -0.058 -0.156 -0.038
N 4.122012 2.092183 0.075066 -0.080 0.096 0.056
C 3.472477 -0.229155 -0.194950 -0.038 0.081 -0.062
C 4.788946 -0.621918 -0.424095 0.095 -0.085 -0.048
N 5.093590 -1.811567 -0.924235 -0.043 0.039 0.021
C 4.077229 -2.626568 -1.183396 0.067 0.029 -0.002
C 2.770413 -2.273669 -0.887309 -0.140 -0.060 0.082
N 2.461288 -1.078753 -0.391628 0.061 0.111 0.153
H 3.937631 4.101032 0.400242 -0.010 -0.010 0.008
H 1.459141 3.683758 0.981045 0.029 -0.011 -0.010
H 5.604560 0.053948 -0.200907 -0.010 0.009 -0.043
H 4.307181 -3.585021 -1.631860 -0.007 -0.011 0.030
H 1.954594 -2.968616 -1.049586 0.025 0.029 -0.015
C 2.393942 -0.299891 3.558649 -0.001 0.018 -0.035
O 1.013994 -0.195484 3.250458 0.025 -0.028 -0.039
C 0.360916 0.775977 4.050356 0.016 -0.042 0.034
C -0.997600 1.089248 3.464194 0.014 0.099 -0.016
O -0.953155 2.026278 2.395653 -0.061 -0.159 0.017
C -0.910505 3.367453 2.845623 0.041 0.003 -0.044
H 2.548778 -0.572416 4.607998 -0.005 0.000 0.009
H 2.910790 0.644813 3.363651 -0.008 0.011 -0.022
H 2.815830 -1.076921 2.923469 0.003 -0.011 -0.016
H 0.968306 1.687638 4.104293 0.006 -0.012 -0.012
H 0.242640 0.395778 5.072709 0.018 -0.002 0.009
H -1.651010 1.467640 4.257479 -0.041 -0.007 -0.011
H -1.438297 0.170992 3.069211 0.000 0.012 -0.016
H -1.723366 3.573775 3.548255 -0.016 -0.001 0.000
H -1.031287 4.008489 1.973802 0.016 -0.004 -0.011
H 0.039645 3.606697 3.334392 0.000 0.004 0.012
N 1.278886 -3.606700 4.264008 0.027 -0.075 -0.065
C 1.130526 -4.647372 3.401936 -0.042 0.077 0.031
O 1.470028 -5.777766 3.673917 0.012 -0.043 0.002
C 0.515035 -4.336726 2.061477 0.046 -0.026 0.083
C 0.263042 -5.386691 1.188628 -0.015 -0.040 0.008
C -0.295004 -5.112215 -0.048544 0.015 0.005 -0.005
C -0.564499 -3.792748 -0.378611 0.000 -0.042 0.034
N -0.314815 -2.776076 0.449240 -0.062 -0.052 -0.259
C 0.203872 -3.055978 1.644976 -0.035 0.267 -0.061
H 1.679815 -3.806942 5.164414 -0.004 -0.016 0.000
H 0.983763 -2.670166 4.058824 -0.033 0.029 0.016
H 0.507668 -6.392837 1.504382 0.000 0.009 -0.021
H -0.513812 -5.902633 -0.753040 0.000 0.000 0.010
H -0.993563 -3.537323 -1.342625 0.023 0.005 0.069
H 0.375835 -2.188925 2.273675 0.048 0.025 -0.006
```
Positions in Å, forces in eV/Å.

=====

[5]
The following is a quantum chemistry calculation of C25H24N2O2S in the gas phase at a distorted geometry, from the Open Molecules 2025 dataset.

The HOMO-LUMO gap comes out at 8.04 eV. The SMILES is N#C[C@@](c1ccccc1)([C@H](c1ccccc1)N1CCCC1)S(=O)(=O)c1ccccc1. The value obtained for the HOMO energy is -0.3113 Ha. Its energy above the lowest of the compared OMol25 structures with the same formula, charge and spin is 466.4 kJ/mol.

Geometry as XYZ:
```
54
Properties=species:S:1:pos:R:3:forces:R:3
C 0.958117 -3.277234 -3.686223 -0.101 0.021 0.255
C 0.735952 -1.941464 -4.026784 -0.267 0.198 0.255
C 0.190913 -1.064802 -3.082686 0.084 -0.315 0.114
C -0.109069 -1.505929 -1.777850 0.304 -0.609 -0.439
C -0.328726 -0.409443 -0.747720 -2.981 -1.126 0.551
C -1.340837 0.493813 -1.215492 -2.917 1.878 -1.213
N -2.261221 1.132728 -1.572005 2.323 -1.628 0.875
S -1.633440 -1.220760 0.869739 -0.761 -0.546 0.772
C -3.043281 -0.125580 1.307945 0.573 0.333 -0.280
C -2.894083 0.855385 2.286952 -0.066 0.217 -0.239
C -3.982083 1.687089 2.581188 0.019 -0.294 -0.066
C -5.210782 1.492848 1.935381 0.334 -0.083 -0.177
C -5.339280 0.492966 0.966150 0.167 -0.047 0.252
C -4.254002 -0.330918 0.664276 -0.128 0.165 -0.308
O -2.289096 -2.350521 0.236419 0.599 0.434 -0.205
O -0.948338 -1.435177 2.131978 0.112 0.277 -1.036
C 0.051830 -2.861191 -1.465072 0.021 0.035 -0.205
C 0.591717 -3.737125 -2.417489 -0.154 0.304 -0.062
H 1.409459 -3.959506 -4.406902 -0.157 0.168 0.180
H 0.980312 -1.563035 -5.023050 -0.062 -0.195 0.350
H 0.032247 -0.013935 -3.342725 0.083 -0.354 0.056
H -1.937026 0.973321 2.793927 -0.223 0.020 -0.132
H -3.861807 2.493614 3.307667 -0.081 -0.335 -0.161
H -6.060965 2.133363 2.172663 0.261 -0.143 -0.079
H -6.274368 0.350666 0.423976 0.206 0.047 0.252
H -4.340916 -1.111727 -0.087265 0.055 0.185 0.136
H -0.253148 -3.245500 -0.490834 0.271 0.172 -0.313
H 0.725541 -4.785709 -2.150372 -0.023 0.274 -0.106
C 2.713552 3.370530 -0.363689 0.119 -0.264 -0.278
C 1.460315 3.754666 -1.160394 -0.229 -0.106 0.214
C 0.577349 2.496030 -1.188699 -0.070 -0.003 -0.206
N 1.062037 1.592037 -0.130366 -0.447 0.880 0.575
C 0.957583 0.165207 -0.336589 2.876 0.563 0.541
C 1.578244 -0.592824 0.849278 -0.072 -0.091 0.036
C 1.484997 -0.055710 2.135132 0.358 -0.084 -0.018
C 2.165909 -0.657536 3.195148 -0.228 -0.049 -0.388
C 2.818990 -1.879365 2.989042 -0.153 0.101 0.034
C 2.800058 -2.481069 1.728706 0.031 0.172 -0.079
C 2.235533 -1.808059 0.640951 -0.092 0.201 0.278
C 2.392249 2.037883 0.333861 0.140 0.233 0.307
H 3.558305 3.223403 -1.046496 -0.086 0.131 0.183
H 2.992231 4.127082 0.374654 0.004 -0.044 -0.229
H 0.908212 4.555790 -0.658527 0.161 -0.042 -0.132
H 1.692401 4.079088 -2.180815 -0.047 0.043 0.276
H -0.465996 2.786257 -1.014161 0.339 -0.192 -0.107
H 0.617184 2.014883 -2.184843 0.081 0.042 0.203
H 1.623590 -0.044301 -1.195700 -0.015 -0.294 0.037
H 0.913774 0.868840 2.264833 0.262 -0.379 0.084
H 2.160160 -0.165667 4.169684 0.024 -0.307 -0.221
H 3.338893 -2.361153 3.819666 -0.204 0.091 -0.258
H 3.240150 -3.467643 1.573962 0.026 0.341 0.092
H 2.292787 -2.218948 -0.370266 0.057 0.071 0.399
H 3.199099 1.306673 0.147197 -0.410 0.038 -0.087
H 2.368773 2.187669 1.422637 0.084 -0.105 -0.281
```
Positions in Å, forces in eV/Å.